1.
ORCA calculation (ωB97M-V with the def2-TZVPD basis set) on a molecular structure, C4H5NO4 in a non-equilibrium geometry.

ORCA input file:
```
! RIJCOSX wB97M-V def2-TZVPD def2/J DEFGRID3
* xyz 0 1
C -0.5149 0.4135 -0.8046
C -1.3313 0.1916 0.4891
C 1.0285 -0.6928 0.0736
N 1.9930 0.1365 0.5238
C -0.5261 -0.5397 1.1914
O -0.9278 -0.5057 -1.7373
O -2.4491 0.8881 0.7415
O -0.1966 1.5841 -1.0657
O 1.2192 -1.7719 -0.4570
H -0.1558 -0.9823 -2.0952
H -2.5698 1.5049 -0.0036
H 2.9567 -0.1601 0.4570
H 1.7629 1.1101 0.6681
H -0.2888 -1.1764 2.0189
*
```

Values from the calculation:
ΔE to the lowest compared entry with this formula, charge and spin: 93.2 kcal per mole
Kohn-Sham gap: 8.4 eV
Maximum force: 0.12619 Eh/bohr
Lowest unoccupied orbital energy: -0.9 eV

In elementary charge units, the Löwdin charges are: -0.524 -0.311 -0.472 0.174 0.179 0.098 0.109 0.095 0.061 0.123 0.135 0.121 0.116 0.097


2.
ORCA calculation (ωB97M-V with the def2-TZVPD basis set) on a gas-phase ion, C3H9FN (charge +1) in a non-equilibrium geometry.

ORCA input file:
```
! RIJCOSX wB97M-V def2-TZVPD def2/J DEFGRID3
* xyz 1 1
C 1.3834 -0.2559 -1.3360
C -0.3978 -0.5260 0.6444
C -1.1194 0.5550 1.3582
N 0.0001 0.0035 -0.7215
F -0.4661 1.8137 1.2644
H 1.2562 -0.4128 -2.4045
H 2.0470 0.5573 -1.2040
H 1.8850 -1.1845 -0.8514
H 0.4595 -1.0655 1.2198
H -1.1988 -1.3720 0.5580
H -1.1750 0.3251 2.3530
H -2.1231 0.6745 1.0217
H 0.0775 1.0199 -0.4458
H -0.6285 -0.1323 -1.4563
*
```

Values from the calculation:
SMILES: C[NH2+]CCF
ΔE to the lowest compared entry with this formula, charge and spin: 1.2 kcal per mole
Kohn-Sham gap: 13.7 eV
Maximum force: 0.08293 Eh/bohr
Lowest unoccupied orbital energy: -3.5 eV

In elementary charge units, the Löwdin charges are: 0.033 -0.100 -0.156 0.031 -0.039 0.101 0.084 0.140 0.175 0.175 0.108 0.130 0.170 0.149


3.
ORCA calculation (ωB97M-V with the def2-TZVPD basis set) on 2 unconnected molecules or ions with the total composition C6H10FNS in a non-equilibrium geometry.

ORCA input file:
```
! RIJCOSX wB97M-V def2-TZVPD def2/J DEFGRID3
* xyz 0 1
C -1.8393 1.2478 -0.0506
C -2.5403 0.2601 0.0000
C 1.1168 -0.7544 0.4183
C -1.1097 2.5111 -0.0692
C -3.2031 -1.0492 -0.0962
C 3.4267 -1.1567 -0.0466
N 2.2798 -0.3154 0.0994
F 0.7461 -2.0273 0.2283
S 2.5778 1.2798 -0.0147
H 0.2732 -0.1242 0.5162
H -1.9101 3.2471 -0.0569
H -0.6972 2.6438 -1.1960
H -0.3939 2.6401 0.6955
H -2.7257 -1.6602 -0.8298
H -4.3511 -1.1514 -0.1607
H -2.9933 -1.5458 0.7890
H 4.2957 -0.5638 0.1780
H 3.4911 -1.9869 0.6465
H 3.5562 -1.4944 -1.0505
*
```

Values from the calculation:
SMILES: C/[N+]([S-])=C\F.CC#CC
ΔE to the lowest compared entry with this formula, charge and spin: 52.4 kcal per mole
Kohn-Sham gap (spin up / spin down): 8.0 / 8.0 eV
Maximum force: 0.08233 Eh/bohr
Lowest unoccupied orbital energy (spin up / spin down): 0.1 / 0.1 eV

In elementary charge units, the Löwdin charges are: -0.139 -0.088 -0.184 -0.124 -0.112 -0.121 -0.652 0.072 0.566 0.093 0.067 0.134 0.035 0.062 0.109 0.035 0.056 0.099 0.093


4.
ORCA calculation (ωB97M-V with the def2-TZVPD basis set) on a molecular structure, CH2Cl2N2O2 in a non-equilibrium geometry.

ORCA input file:
```
! RIJCOSX wB97M-V def2-TZVPD def2/J DEFGRID3
* xyz 0 1
C -1.2957 0.0084 0.1027
N 1.3388 -0.1396 1.4069
N -0.4211 -0.0029 -0.9682
O 0.3317 0.9717 -1.1808
O -0.5545 -0.9226 -1.8131
Cl 2.3362 -1.2617 0.8026
Cl 1.6929 1.3396 0.7747
H -1.4765 0.8914 0.7115
H -1.9516 -0.8843 0.1637
*
```

Values from the calculation:
ΔE to the lowest compared entry with this formula, charge and spin: 76.0 kcal per mole
Kohn-Sham gap (spin up / spin down): 7.1 / 9.0 eV
Maximum force: 0.05454 Eh/bohr
Lowest unoccupied orbital energy (spin up / spin down): -2.3 / -1.5 eV

In elementary charge units, the Löwdin charges are: 0.157 -0.979 -0.463 -0.141 0.021 0.563 0.637 0.094 0.111


5.
ORCA calculation (ωB97M-V with the def2-TZVPD basis set) on a molecular structure, H10LiO5.

ORCA input file:
```
! RIJCOSX wB97M-V def2-TZVPD def2/J DEFGRID3
* xyz 1 1
Li -6.5824 14.6856 -9.5271
O -8.5755 14.4725 -10.0379
H -9.2384 15.1470 -9.8370
H -8.9428 13.6304 -9.7331
O -4.8245 14.3842 -10.3641
H -4.4420 13.5679 -10.7084
H -4.0767 14.9891 -10.2680
O -6.1928 16.7222 -9.2508
H -5.8508 17.3571 -9.8942
H -6.3020 17.2264 -8.4342
O -6.9867 13.9673 -7.7046
H -7.7023 14.3589 -7.1861
H -6.3077 13.7242 -7.0590
O -6.9547 11.8200 -10.5468
H -6.0072 11.9064 -10.4165
H -7.1459 10.9078 -10.2912
*
```

Values from the calculation:
ΔE to the lowest compared entry with this formula, charge and spin: 5.4 kcal per mole
Kohn-Sham gap: 11.8 eV
Maximum force: 0.00777 Eh/bohr
Lowest unoccupied orbital energy: -3.4 eV

In elementary charge units, the Löwdin charges are: 0.728 -0.085 0.071 0.059 -0.082 0.068 0.075 -0.079 0.074 0.072 -0.091 0.072 0.078 -0.039 0.019 0.060


6.
ORCA calculation (ωB97M-V with the def2-TZVPD basis set) on a molecular structure, C6H11N in a non-equilibrium geometry.

ORCA input file:
```
! RIJCOSX wB97M-V def2-TZVPD def2/J DEFGRID3
* xyz 0 1
C -1.5098 1.1267 -1.1349
N -2.8699 -0.6483 0.5508
C -1.4490 -0.5660 0.6575
C -0.7628 0.3231 -0.1314
C 0.6878 0.2441 -0.2481
C 1.5470 -0.5996 0.2978
C 3.0227 -0.3306 0.1768
H -2.3046 0.5414 -1.6043
H -0.8335 1.4003 -1.9394
H -1.9748 2.0214 -0.7174
H -3.2863 -1.1695 1.3220
H -2.0981 -0.0314 1.5032
H -0.8209 -1.3940 0.9714
H 1.0772 0.7791 -1.1149
H 1.2900 -1.1602 1.1869
H 3.1812 0.2812 -0.7258
H 3.6933 -1.1214 -0.0267
H 3.4105 0.3036 0.9765
*
```

Values from the calculation:
ΔE to the lowest compared entry with this formula, charge and spin: 111.3 kcal per mole
Kohn-Sham gap: 7.4 eV
Maximum force: 0.05013 Eh/bohr
Lowest unoccupied orbital energy: 0.1 eV

In elementary charge units, the Löwdin charges are: -0.061 0.033 -0.314 -0.273 -0.099 -0.154 -0.112 0.078 0.069 0.087 0.036 0.189 0.124 0.106 0.094 0.072 0.048 0.078


Q: Which of these has the lowest ΔE to the lowest compared entry with this formula, charge and spin?
A: C3H9FN


Q: Which of these has the lowest maximum force?
A: H10LiO5